# 1
The following is a DFT calculation (wB97M-V/def2-TZVPD) of a 12-piece molecular cluster, C78H188N12O22 overall in a non-equilibrium geometry.

- Energy relative to the best compared isomer or geometry (same formula, charge and spin): 0.00 kcal/mol
- Highest occupied orbital energy: -8.21 eV
- Gap between HOMO and LUMO: 8.61 eV
- Structure (SMILES): CC1(C)CCCC(C)(C)N1O.CC1(C)CCCC(C)(C)N1O.COCCNCCOC.COCCNCCOC.COCCNCCOC.COCCNCCOC.COCCNCCOC.COCCNCCOC.COCCNCCOC.COCCNCCOC.COCCNCCOC.COCCNCCOC

Atoms and positions in Å:
C (21.04, 14.71, 23.51)
C (20.95, 15.87, 22.44)
C (21.58, 17.14, 23.13)
C (21.83, 15.45, 21.29)
C (21.72, 16.43, 20.07)
C (20.30, 16.44, 19.68)
C (19.30, 16.90, 20.78)
C (19.41, 18.40, 20.95)
C (17.87, 16.58, 20.26)
N (19.57, 16.08, 21.96)
O (18.79, 16.43, 23.03)
H (22.03, 14.84, 23.90)
H (20.34, 14.85, 24.30)
H (20.92, 13.72, 23.07)
H (21.78, 17.94, 22.47)
H (20.97, 17.58, 23.90)
H (22.53, 16.82, 23.54)
H (22.80, 15.43, 21.77)
H (21.46, 14.44, 20.93)
H (22.17, 17.37, 20.28)
H (22.31, 16.13, 19.19)
H (20.06, 15.44, 19.32)
H (20.18, 17.11, 18.82)
H (19.30, 18.88, 20.00)
H (20.41, 18.62, 21.34)
H (18.63, 18.82, 21.64)
H (17.72, 15.51, 19.93)
H (17.58, 17.23, 19.42)
H (17.18, 16.80, 21.04)
H (19.07, 17.29, 23.38)
C (27.11, 14.73, 18.25)
C (25.86, 13.92, 17.83)
C (26.11, 12.44, 18.20)
C (24.58, 14.38, 18.52)
C (23.33, 13.78, 17.91)
C (23.39, 14.31, 16.45)
C (24.59, 13.78, 15.65)
C (24.46, 12.25, 15.35)
C (24.61, 14.48, 14.27)
N (25.77, 14.29, 16.34)
O (26.90, 13.75, 15.70)
H (28.01, 14.19, 18.10)
H (27.09, 15.61, 17.66)
H (27.12, 14.97, 19.34)
H (26.81, 12.01, 17.46)
H (26.57, 12.22, 19.19)
H (25.17, 11.86, 18.08)
H (24.65, 14.21, 19.58)
H (24.60, 15.48, 18.39)
H (23.37, 12.71, 17.86)
H (22.39, 13.98, 18.46)
H (23.48, 15.39, 16.33)
H (22.52, 13.97, 15.89)
H (25.18, 11.99, 14.57)
H (23.45, 12.06, 14.88)
H (24.51, 11.64, 16.27)
H (24.65, 15.60, 14.33)
H (23.77, 14.23, 13.62)
H (25.48, 14.16, 13.77)
H (27.59, 14.46, 15.69)
C (27.17, 22.06, 11.97)
O (26.86, 23.27, 11.38)
C (26.12, 24.17, 12.17)
C (26.33, 25.62, 11.73)
N (27.68, 26.09, 11.86)
C (27.77, 27.50, 11.53)
C (29.21, 27.92, 11.80)
O (30.20, 27.33, 10.97)
C (30.26, 27.79, 9.62)
H (27.51, 22.16, 13.01)
H (27.97, 21.62, 11.43)
H (26.30, 21.40, 12.02)
H (26.46, 24.11, 13.24)
H (25.04, 23.96, 12.18)
H (25.65, 26.30, 12.35)
H (25.99, 25.78, 10.72)
H (28.30, 25.49, 11.33)
H (27.11, 28.01, 12.25)
H (27.31, 27.73, 10.53)
H (29.50, 27.50, 12.76)
H (29.31, 28.99, 11.77)
H (30.93, 27.16, 9.10)
H (30.61, 28.85, 9.54)
H (29.27, 27.69, 9.11)
C (23.14, 20.24, 19.73)
O (23.08, 20.57, 21.08)
C (21.98, 21.41, 21.44)
C (22.15, 21.86, 22.87)
N (21.94, 20.71, 23.83)
C (22.36, 21.08, 25.25)
C (21.09, 21.69, 25.98)
O (21.40, 22.38, 27.17)
C (21.25, 23.78, 27.02)
H (24.10, 19.70, 19.56)
H (23.14, 21.08, 19.07)
H (22.27, 19.53, 19.46)
H (20.98, 20.94, 21.19)
H (21.97, 22.27, 20.78)
H (21.49, 22.71, 23.14)
H (23.22, 22.24, 22.97)
H (22.53, 19.90, 23.55)
H (23.18, 21.77, 25.23)
H (22.63, 20.13, 25.66)
H (20.46, 20.82, 26.26)
H (20.52, 22.34, 25.29)
H (21.75, 24.22, 26.13)
H (21.72, 24.23, 27.87)
H (20.18, 24.02, 27.00)
C (20.00, 18.30, 15.97)
O (18.93, 18.98, 16.52)
C (17.68, 18.63, 16.11)
C (16.63, 19.53, 16.78)
N (16.93, 20.91, 16.41)
C (15.90, 21.95, 16.52)
C (14.91, 21.84, 15.36)
O (13.87, 22.83, 15.61)
C (12.96, 22.86, 14.54)
H (20.90, 18.68, 16.34)
H (19.90, 18.29, 14.86)
H (19.93, 17.24, 16.21)
H (17.47, 17.59, 16.33)
H (17.55, 18.75, 15.03)
H (16.68, 19.34, 17.89)
H (15.67, 19.22, 16.40)
H (17.81, 21.23, 16.82)
H (16.40, 22.95, 16.42)
H (15.31, 22.03, 17.48)
H (14.49, 20.87, 15.25)
H (15.30, 22.10, 14.37)
H (13.47, 22.78, 13.50)
H (12.36, 23.78, 14.53)
H (12.23, 22.04, 14.57)
C (21.82, 26.95, 17.76)
O (20.59, 26.14, 17.63)
C (19.41, 26.76, 18.13)
C (18.65, 27.48, 17.04)
N (18.23, 26.57, 15.93)
C (17.89, 27.40, 14.80)
C (17.36, 26.58, 13.64)
O (18.38, 25.79, 13.12)
C (17.91, 24.78, 12.25)
H (22.64, 26.57, 17.17)
H (22.10, 26.95, 18.80)
H (21.58, 27.96, 17.43)
H (19.77, 27.45, 18.88)
H (18.88, 26.01, 18.69)
H (19.23, 28.33, 16.65)
H (17.75, 27.92, 17.48)
H (19.06, 25.98, 15.74)
H (18.71, 28.09, 14.47)
H (17.05, 28.07, 15.14)
H (16.88, 27.15, 12.80)
H (16.63, 25.95, 14.14)
H (18.78, 24.31, 11.80)
H (17.18, 25.14, 11.50)
H (17.42, 23.97, 12.86)
C (21.98, 23.34, 12.51)
O (22.55, 24.63, 12.75)
C (21.70, 25.48, 13.49)
C (22.56, 26.74, 13.67)
N (23.65, 26.42, 14.62)
C (24.68, 27.40, 14.79)
C (25.52, 27.19, 16.05)
O (26.07, 25.90, 16.07)
C (27.42, 25.85, 15.56)
H (22.84, 22.78, 12.09)
H (21.20, 23.40, 11.74)
H (21.50, 22.91, 13.44)
H (21.42, 25.00, 14.45)
H (20.83, 25.74, 12.89)
H (21.97, 27.52, 14.09)
H (22.85, 27.13, 12.67)
H (24.05, 25.58, 14.27)
H (24.29, 28.40, 14.91)
H (25.31, 27.45, 13.92)
H (24.85, 27.28, 16.92)
H (26.30, 27.97, 16.17)
H (27.91, 24.95, 15.92)
H (27.89, 26.77, 15.91)
H (27.35, 25.80, 14.48)
C (30.84, 12.59, 12.51)
O (29.86, 12.60, 13.53)
C (28.73, 13.43, 13.08)
C (28.99, 14.89, 13.36)
N (29.34, 15.10, 14.81)
C (29.91, 16.40, 15.10)
C (28.80, 17.37, 15.43)
O (28.07, 17.62, 14.22)
C (27.25, 18.70, 14.49)
H (30.48, 12.21, 11.58)
H (31.63, 11.93, 12.97)
H (31.31, 13.56, 12.34)
H (27.89, 13.13, 13.68)
H (28.56, 13.24, 12.03)
H (28.07, 15.43, 13.11)
H (29.82, 15.24, 12.70)
H (30.02, 14.36, 14.99)
H (30.45, 16.76, 14.20)
H (30.57, 16.34, 15.96)
H (29.24, 18.29, 15.75)
H (28.10, 16.97, 16.15)
H (27.74, 19.69, 14.43)
H (26.79, 18.63, 15.50)
H (26.40, 18.80, 13.82)
C (27.62, 29.81, 24.14)
O (27.83, 28.49, 23.55)
C (27.25, 28.26, 22.30)
C (27.39, 26.86, 21.90)
N (26.76, 25.99, 22.89)
C (27.14, 24.60, 22.71)
C (26.70, 23.71, 23.89)
O (25.31, 23.45, 24.02)
C (24.64, 24.39, 24.82)
H (26.61, 29.94, 24.57)
H (27.75, 30.52, 23.38)
H (28.36, 30.01, 24.89)
H (27.68, 28.91, 21.56)
H (26.19, 28.53, 22.42)
H (28.50, 26.69, 21.86)
H (27.05, 26.65, 20.89)
H (27.05, 26.30, 23.82)
H (28.24, 24.57, 22.58)
H (26.76, 24.27, 21.71)
H (27.06, 24.18, 24.77)
H (27.12, 22.78, 23.61)
H (25.14, 24.56, 25.85)
H (23.64, 23.93, 25.03)
H (24.47, 25.34, 24.33)
C (27.00, 19.24, 20.86)
O (28.17, 19.30, 20.07)
C (27.97, 19.50, 18.68)
C (27.45, 20.90, 18.47)
N (28.40, 21.97, 18.85)
C (27.69, 23.18, 18.90)
C (28.58, 24.33, 19.19)
O (29.51, 24.11, 20.26)
C (30.49, 25.14, 20.21)
H (27.33, 18.87, 21.86)
H (26.29, 18.60, 20.34)
H (26.48, 20.17, 21.05)
H (27.24, 18.87, 18.22)
H (28.92, 19.26, 18.13)
H (26.49, 21.04, 19.00)
H (27.14, 20.97, 17.44)
H (28.82, 21.69, 19.73)
H (26.87, 23.15, 19.65)
H (27.20, 23.37, 17.90)
H (27.93, 25.10, 19.56)
H (29.15, 24.51, 18.28)
H (29.93, 26.08, 20.10)
H (31.10, 24.88, 19.36)
H (31.04, 25.05, 21.11)
C (24.11, 23.74, 19.67)
O (24.20, 23.14, 18.40)
C (23.62, 23.90, 17.35)
C (23.86, 23.10, 16.13)
N (23.46, 21.70, 16.31)
C (23.87, 20.90, 15.15)
C (23.72, 19.47, 15.61)
O (24.82, 19.23, 16.56)
C (24.86, 17.87, 16.99)
H (24.69, 24.68, 19.76)
H (24.43, 23.01, 20.45)
H (23.07, 24.04, 19.84)
H (24.11, 24.87, 17.22)
H (22.61, 24.05, 17.66)
H (24.89, 23.17, 15.82)
H (23.39, 23.60, 15.30)
H (23.98, 21.34, 17.12)
H (24.86, 21.07, 14.81)
H (23.23, 21.24, 14.31)
H (23.74, 18.83, 14.72)
H (22.69, 19.33, 16.08)
H (25.43, 17.78, 17.89)
H (25.23, 17.16, 16.17)
H (23.80, 17.57, 17.25)
C (18.88, 21.11, 13.34)
O (19.73, 21.64, 14.33)
C (19.39, 22.92, 14.78)
C (20.11, 23.19, 16.07)
N (19.79, 22.11, 17.06)
C (20.47, 22.38, 18.36)
C (19.69, 23.39, 19.30)
O (18.99, 22.60, 20.31)
C (17.92, 21.82, 19.78)
H (19.35, 20.16, 13.04)
H (18.68, 21.81, 12.56)
H (17.85, 20.88, 13.77)
H (18.28, 22.93, 14.90)
H (19.59, 23.72, 14.07)
H (19.79, 24.13, 16.55)
H (21.21, 23.23, 15.79)
H (20.22, 21.25, 16.71)
H (21.51, 22.72, 18.33)
H (20.54, 21.43, 18.87)
H (19.01, 23.99, 18.71)
H (20.35, 24.11, 19.81)
H (17.27, 22.57, 19.33)
H (17.45, 21.45, 20.67)
H (18.18, 21.02, 19.06)

Atom charges from the Löwdin analysis, given in e for atoms 1 to 2: -0.01, -0.48

---

# 2
The following is a DFT calculation (wB97M-V/def2-TZVPD) of a 9-piece molecular cluster, C78H56Cl8O10 overall in a non-equilibrium geometry.

- Highest occupied orbital energy: -9.43 eV
- Gap between HOMO and LUMO: 8.30 eV
- Structure (SMILES): O=C1c2ccccc2C(=O)c2ccccc21.O=C1c2ccccc2C(=O)c2ccccc21.O=C1c2ccccc2C(=O)c2ccccc21.O=C1c2ccccc2C(=O)c2ccccc21.O=C1c2ccccc2C(=O)c2ccccc21.ClCCCl.ClCCCl.ClCCCl.ClCCCl

Atoms and positions in Å:
O (-0.23, 4.54, -6.47)
C (-1.00, 3.79, -6.07)
C (-2.18, 3.54, -6.96)
C (-2.34, 4.20, -8.17)
C (-3.46, 4.00, -8.97)
C (-4.46, 3.04, -8.55)
C (-4.28, 2.31, -7.39)
C (-3.13, 2.58, -6.57)
C (-3.00, 1.85, -5.27)
O (-3.78, 1.01, -5.02)
C (-1.87, 2.16, -4.36)
C (-1.80, 1.49, -3.16)
C (-0.70, 1.81, -2.38)
C (0.25, 2.75, -2.78)
C (0.20, 3.33, -3.96)
C (-0.88, 3.07, -4.81)
H (-1.60, 4.91, -8.50)
H (-3.55, 4.55, -9.89)
H (-5.38, 2.97, -9.11)
H (-4.98, 1.54, -7.06)
H (-2.49, 0.71, -2.87)
H (-0.70, 1.44, -1.35)
H (1.13, 2.94, -2.14)
H (1.01, 4.01, -4.23)
O (-1.21, 0.29, 4.55)
C (-0.63, 1.29, 4.64)
C (0.82, 1.34, 5.09)
C (1.47, 0.20, 5.55)
C (2.73, 0.29, 5.98)
C (3.34, 1.48, 6.05)
C (2.77, 2.64, 5.62)
C (1.49, 2.55, 5.10)
C (0.88, 3.76, 4.50)
O (1.51, 4.75, 4.37)
C (-0.55, 3.66, 4.08)
C (-1.15, 4.77, 3.57)
C (-2.45, 4.75, 3.21)
C (-3.22, 3.58, 3.40)
C (-2.69, 2.45, 3.92)
C (-1.33, 2.52, 4.23)
H (1.01, -0.78, 5.60)
H (3.20, -0.61, 6.33)
H (4.36, 1.44, 6.39)
H (3.34, 3.55, 5.65)
H (-0.60, 5.70, 3.47)
H (-2.91, 5.66, 2.84)
H (-4.27, 3.60, 3.08)
H (-3.33, 1.61, 4.14)
O (2.07, -2.31, 3.31)
C (2.09, -3.49, 3.17)
C (3.19, -4.27, 3.78)
C (4.14, -3.65, 4.54)
C (5.20, -4.31, 5.10)
C (5.20, -5.69, 4.99)
C (4.31, -6.37, 4.20)
C (3.29, -5.64, 3.58)
C (2.23, -6.36, 2.79)
O (2.36, -7.51, 2.56)
C (1.05, -5.60, 2.33)
C (0.01, -6.26, 1.76)
C (-1.04, -5.57, 1.26)
C (-1.12, -4.18, 1.45)
C (-0.11, -3.45, 2.06)
C (1.02, -4.18, 2.46)
H (4.12, -2.58, 4.64)
H (5.95, -3.81, 5.66)
H (5.94, -6.24, 5.57)
H (4.35, -7.45, 4.05)
H (0.08, -7.33, 1.63)
H (-1.85, -6.19, 0.86)
H (-1.95, -3.58, 1.09)
H (-0.23, -2.38, 2.24)
O (0.59, 1.30, 0.71)
C (1.28, 2.17, 1.14)
C (0.87, 3.61, 0.98)
C (-0.36, 3.88, 0.35)
C (-0.76, 5.20, 0.32)
C (0.05, 6.26, 0.78)
C (1.31, 5.98, 1.31)
C (1.72, 4.65, 1.46)
C (3.08, 4.36, 1.97)
O (3.84, 5.24, 2.15)
C (3.45, 2.96, 2.12)
C (4.68, 2.64, 2.65)
C (5.07, 1.34, 2.88)
C (4.14, 0.28, 2.56)
C (2.90, 0.60, 2.04)
C (2.58, 1.91, 1.77)
H (-1.02, 3.17, -0.13)
H (-1.74, 5.49, -0.04)
H (-0.31, 7.27, 0.68)
H (2.05, 6.72, 1.56)
H (5.24, 3.51, 2.95)
H (6.01, 0.91, 3.25)
H (4.41, -0.73, 2.90)
H (2.29, -0.28, 1.86)
O (6.35, -1.85, -3.28)
C (5.41, -2.24, -3.86)
C (5.52, -2.94, -5.12)
C (6.79, -3.05, -5.72)
C (6.95, -3.80, -6.91)
C (5.86, -4.50, -7.42)
C (4.62, -4.44, -6.83)
C (4.42, -3.60, -5.75)
C (3.04, -3.41, -5.21)
O (2.10, -3.95, -5.67)
C (2.90, -2.56, -3.98)
C (1.61, -2.26, -3.50)
C (1.44, -1.52, -2.39)
C (2.56, -1.02, -1.73)
C (3.85, -1.25, -2.20)
C (4.04, -2.08, -3.32)
H (7.56, -2.49, -5.19)
H (7.91, -3.91, -7.43)
H (6.05, -5.00, -8.35)
H (3.75, -5.00, -7.16)
H (0.76, -2.68, -4.04)
H (0.43, -1.24, -2.13)
H (2.38, -0.35, -0.90)
H (4.72, -0.88, -1.68)
Cl (-5.51, -0.91, -1.72)
C (-5.23, -2.21, -2.90)
C (-6.19, -2.00, -4.13)
Cl (-7.87, -2.47, -3.84)
H (-5.27, -3.16, -2.37)
H (-4.24, -2.03, -3.34)
H (-5.81, -2.68, -4.90)
H (-6.14, -0.96, -4.44)
Cl (-6.96, 4.37, -1.66)
C (-6.36, 3.14, -0.47)
C (-5.04, 3.55, 0.10)
Cl (-3.69, 3.49, -1.07)
H (-6.28, 2.20, -1.00)
H (-7.09, 3.12, 0.34)
H (-4.78, 2.86, 0.91)
H (-5.06, 4.57, 0.51)
Cl (-3.06, -4.82, 4.83)
C (-4.31, -3.53, 4.84)
C (-5.68, -4.07, 5.30)
Cl (-5.84, -4.14, 7.09)
H (-4.31, -3.19, 3.81)
H (-3.94, -2.73, 5.47)
H (-5.81, -5.10, 4.96)
H (-6.48, -3.43, 4.95)
Cl (-4.78, 0.11, 2.59)
C (-3.37, -0.74, 1.87)
C (-2.88, 0.05, 0.65)
Cl (-1.70, -1.01, -0.21)
H (-3.77, -1.72, 1.62)
H (-2.53, -0.80, 2.57)
H (-2.40, 1.00, 0.86)
H (-3.66, 0.14, -0.08)

Atom charges from the Löwdin analysis, given in e for atoms 1 to 2: 0.16, -0.35